--- w ---
C2H8N2 | ωB97M-V/def2-TZVPD

Positions of all 12 atoms, in Å:
C: 4.75341 -0.04289 2.04697
N: 5.01070 -0.86547 3.21464
H: 5.53609 -0.19534 1.23951
H: 3.80566 -0.10660 1.51420
H: 4.89722 1.03576 2.37390
H: 4.76691 -1.81248 2.99177
H: 6.03270 -1.04154 3.39718
C: -5.11853 0.91294 -2.82159
N: -6.11782 0.13788 -2.88388
H: -4.67626 1.38274 -1.88976
H: -4.55905 1.18201 -3.75700
H: -5.86270 -0.57175 -3.53741

The value obtained for the LUMO energy is 1.071 eV. Its HOMO-LUMO gap is 10.48 eV. As for the net charge: 0. Its HOMO energy is -9.4 eV.

The computed natural (NBO) charges, all in e, follow: -0.42, -0.83, 0.16, 0.20, 0.19, 0.34, 0.35, -0.01, -0.63, 0.16, 0.13, 0.35

=====

--- x ---
C2H8N2 | ωB97M-V/def2-TZVPD

Positions of all 12 atoms, in Å:
C: -1.32725 0.44695 -1.47587
N: -1.79644 -0.94131 -1.52750
H: -0.38584 0.57576 -0.93491
H: -2.12387 1.05022 -1.05124
H: -1.16757 0.79522 -2.50541
H: -2.15691 -1.20750 -0.62237
H: -1.02599 -1.56283 -1.72784
C: 1.85924 0.22657 2.31816
N: 1.75568 -0.05737 1.09644
H: 0.95594 0.15449 2.93178
H: 2.76249 0.46153 2.88201
H: 2.65052 0.05826 0.61674

The value obtained for the LUMO energy is 1.088 eV. Its HOMO-LUMO gap is 10.06 eV. As for the net charge: 0. Its HOMO energy is -9.0 eV.

The computed natural (NBO) charges, all in e, follow: -0.42, -0.83, 0.18, 0.19, 0.18, 0.35, 0.35, -0.04, -0.59, 0.15, 0.15, 0.33

=====

--- y ---
C2H8N2 | ωB97M-V/def2-TZVPD

Positions of all 12 atoms, in Å:
C: 0.71785 0.17154 0.29951
C: -1.66184 -0.23117 0.12384
N: -0.32087 -0.34076 -0.44808
N: 1.99071 0.07203 -0.20210
H: -0.30324 0.61308 -1.31957
H: 2.15411 -0.69121 -0.84377
H: 2.48485 0.93582 -0.36610
H: 0.56138 1.09163 0.87691
H: 0.40298 -0.96337 1.09459
H: -2.37399 -0.17686 -0.69833
H: -1.84759 -1.12702 0.71586
H: -1.80434 0.64628 0.76724

The value obtained for the LUMO energy is 1.216 eV. Its HOMO-LUMO gap is 9.49 eV. As for the net charge: 0. Its HOMO energy is -8.3 eV.

The computed natural (NBO) charges, all in e, follow: 0.05, -0.42, -0.58, -0.85, 0.24, 0.39, 0.38, 0.17, 0.04, 0.21, 0.20, 0.17

=====

Which of them is most stable? Easy: x.

=====

--- w ---
C2H8N2 | ωB97M-V/def2-TZVPD

Positions of all 12 atoms, in Å:
C: 0.16346 -0.76785 0.18555
C: -0.34217 0.68288 0.07205
N: 0.52700 1.64045 0.80527
N: -0.55252 -1.61637 -0.83052
H: -0.04216 -1.33627 1.10714
H: 1.23336 -0.70968 -0.01758
H: -1.36066 0.72838 0.48416
H: -0.24726 0.96271 -0.98455
H: 1.02856 1.25968 1.59751
H: 1.23594 1.85150 0.11068
H: -0.10433 -1.29263 -1.68230
H: -1.53922 -1.40280 -0.84742

The value obtained for the LUMO energy is 1.127 eV. Its HOMO-LUMO gap is 10.05 eV. As for the net charge: 0. Its HOMO energy is -8.9 eV.

The computed natural (NBO) charges, all in e, follow: -0.24, -0.23, -0.83, -0.83, 0.20, 0.18, 0.18, 0.18, 0.35, 0.34, 0.34, 0.35

=====

--- x ---
C2H8N2 | ωB97M-V/def2-TZVPD

Positions of all 12 atoms, in Å:
C: -0.76413 -1.49337 -0.45100
N: -0.57811 -0.18786 0.27805
C: 0.58940 0.67880 -0.30083
N: 0.96272 1.66430 0.71066
H: -1.04304 -1.24445 -1.47804
H: 0.23135 -2.00506 -0.30345
H: -1.44925 -2.07867 0.00176
H: -1.48109 0.16469 0.39388
H: 0.35308 1.16447 -1.24105
H: 1.44083 0.01447 -0.30741
H: 0.21726 2.15573 1.29283
H: 1.52101 1.16695 1.40460

The value obtained for the LUMO energy is 1.258 eV. Its HOMO-LUMO gap is 9.94 eV. As for the net charge: 0. Its HOMO energy is -8.7 eV.

The computed natural (NBO) charges, all in e, follow: -0.41, -0.67, -0.04, -0.85, 0.17, 0.19, 0.19, 0.35, 0.17, 0.19, 0.37, 0.35

=====

--- y ---
C2H8N2 | ωB97M-V/def2-TZVPD

Positions of all 12 atoms, in Å:
C: -1.17613 -0.51011 -0.82212
C: 0.85662 0.36236 1.22186
N: 0.20501 -0.52997 -0.38438
N: 0.95941 0.75261 -0.51681
H: 0.74907 -1.21974 -0.89384
H: 0.24869 1.48547 -0.60469
H: -1.57306 -1.52469 -0.88242
H: -1.76979 0.04999 -0.09562
H: -1.26957 -0.00820 -1.79737
H: -0.07333 0.17612 1.77147
H: 1.62608 -0.36911 1.44686
H: 1.21699 1.33527 1.55707

The value obtained for the LUMO energy is 1.152 eV. Its HOMO-LUMO gap is 8.64 eV. As for the net charge: 0. Its HOMO energy is -7.5 eV.

The computed natural (NBO) charges, all in e, follow: -0.43, -0.36, -0.49, -0.49, 0.35, 0.32, 0.21, 0.18, 0.17, 0.19, 0.20, 0.15

=====

Which of them is most stable? Easy: w.